A 12-piece molecular cluster, C62H68O24S5 overall in a non-equilibrium geometry. Source: the OMol25 dataset; level of theory: ωB97M-V with the def2-TZVPD basis set.

- energy (eV) = -168697.798
- F_max (eV/A) = 4.20
- SMILES = O=C1C=CC(=O)C=C1.O=C1C=CC(=O)C=C1.O=C1C=CC(=O)C=C1.O=C1C=CC(=O)C=C1.O=C1C=CC(=O)C=C1.O=C1C=CC(=O)C=C1.O=C1C=CC(=O)C=C1.O=S1(=O)CCCC1.O=S1(=O)CCCC1.O=S1(=O)CCCC1.O=S1(=O)CCCC1.O=S1(=O)CCCC1
- frontier orbital gap (eV) = 7.3
- net charge = 0

Last column: Löwdin charge in e.
Cartesian coordinates (Å):
1 O -11.50 -15.37 -21.92  0.102
2 C -11.14 -15.43 -20.74  -0.386
3 C -10.79 -14.21 -19.93  0.045
4 C -10.49 -14.22 -18.63  0.002
5 C -10.24 -15.47 -17.92  -0.327
6 O -9.65 -15.51 -16.80  0.036
7 C -10.57 -16.66 -18.78  0.031
8 C -11.04 -16.66 -20.03  0.011
9 H -11.04 -13.34 -20.52  0.124
10 H -10.32 -13.30 -18.09  0.118
11 H -10.34 -17.57 -18.25  0.088
12 H -11.35 -17.51 -20.62  0.126
13 O -10.78 -19.90 -18.80  0.100
14 C -11.63 -20.36 -18.06  -0.356
15 C -13.04 -20.34 -18.40  0.036
16 C -14.07 -20.76 -17.60  0.024
17 C -13.86 -21.37 -16.32  -0.368
18 O -14.80 -21.55 -15.54  0.097
19 C -12.37 -21.62 -16.06  0.009
20 C -11.42 -21.15 -16.81  0.016
21 H -13.36 -19.93 -19.35  0.121
22 H -15.08 -20.76 -17.98  0.124
23 H -12.12 -22.09 -15.12  0.117
24 H -10.45 -21.44 -16.43  0.090
25 O -8.11 -28.99 -18.03  0.099
26 C -8.31 -27.78 -17.90  -0.375
27 C -7.33 -26.90 -17.39  0.040
28 C -7.51 -25.53 -17.39  0.026
29 C -8.71 -24.86 -17.77  -0.360
30 O -8.99 -23.68 -17.49  0.067
31 C -9.73 -25.82 -18.40  0.013
32 C -9.55 -27.12 -18.50  0.023
33 H -6.33 -27.24 -17.18  0.110
34 H -6.76 -24.78 -17.18  0.111
35 H -10.64 -25.41 -18.82  0.113
36 H -10.25 -27.75 -19.03  0.118
37 O -9.07 -20.65 -13.48  0.095
38 C -9.12 -21.75 -13.01  -0.394
39 C -9.14 -23.03 -13.79  0.034
40 C -9.25 -24.23 -13.16  0.022
41 C -9.52 -24.48 -11.76  -0.364
42 O -9.63 -25.61 -11.26  0.106
43 C -9.54 -23.18 -10.99  0.037
44 C -9.30 -21.97 -11.54  0.026
45 H -9.22 -22.96 -14.87  0.090
46 H -9.14 -25.07 -13.84  0.120
47 H -9.59 -23.26 -9.92  0.114
48 H -9.19 -21.05 -10.98  0.112
49 O -8.65 -24.56 -21.40  0.131
50 C -7.65 -24.01 -21.04  -0.463
51 C -7.56 -22.60 -20.85  0.021
52 C -6.39 -21.94 -20.60  0.026
53 C -5.11 -22.64 -20.48  -0.409
54 O -4.11 -21.94 -20.28  0.105
55 C -5.19 -24.06 -20.50  0.056
56 C -6.41 -24.72 -20.74  0.065
57 H -8.40 -21.93 -20.90  0.120
58 H -6.37 -20.88 -20.40  0.120
59 H -4.31 -24.60 -20.21  0.096
60 H -6.40 -25.80 -20.82  0.120
61 O -9.17 -12.62 -11.79  0.130
62 C -8.28 -13.26 -12.38  -0.383
63 C -8.45 -14.31 -13.35  0.051
64 C -7.44 -15.00 -13.98  0.048
65 C -6.03 -14.61 -13.88  -0.398
66 O -5.11 -15.19 -14.47  0.080
67 C -5.86 -13.67 -12.84  -0.002
68 C -6.87 -13.00 -12.26  0.020
69 H -9.49 -14.53 -13.56  0.119
70 H -7.59 -15.79 -14.71  0.097
71 H -4.90 -13.18 -12.75  0.128
72 H -6.66 -12.16 -11.61  0.127
73 O -8.75 -17.40 -10.80  0.071
74 C -7.52 -17.24 -10.73  -0.346
75 C -6.73 -16.09 -10.22  0.006
76 C -5.38 -16.09 -10.22  0.033
77 C -4.49 -17.20 -10.75  -0.378
78 O -3.31 -17.35 -10.52  0.126
79 C -5.29 -18.20 -11.46  0.018
80 C -6.64 -18.24 -11.39  0.029
81 H -7.24 -15.24 -9.78  0.118
82 H -4.84 -15.26 -9.78  0.116
83 H -4.71 -19.01 -11.86  0.103
84 H -7.15 -19.11 -11.78  0.100
85 O -7.19 -13.95 -20.19  -0.351
86 S -6.88 -13.64 -18.80  0.733
87 O -7.61 -12.61 -18.03  -0.348
88 C -6.65 -15.30 -17.94  -0.167
89 C -5.09 -15.54 -18.08  -0.190
90 C -4.41 -14.19 -17.95  -0.251
91 C -5.07 -13.18 -18.85  -0.219
92 H -7.28 -16.00 -18.49  0.086
93 H -7.05 -15.24 -16.93  0.063
94 H -4.62 -16.09 -17.26  0.082
95 H -4.89 -16.03 -19.03  0.122
96 H -3.33 -14.16 -18.13  0.118
97 H -4.60 -13.77 -16.97  0.108
98 H -4.62 -13.24 -19.85  0.103
99 H -5.11 -12.12 -18.61  0.096
100 O -12.38 -17.24 -16.13  -0.329
101 S -12.48 -16.78 -14.77  0.705
102 O -12.48 -15.37 -14.40  -0.340
103 C -13.82 -17.80 -13.95  -0.197
104 C -13.14 -19.05 -13.44  -0.195
105 C -11.80 -18.55 -12.90  -0.239
106 C -11.13 -17.55 -13.82  -0.218
107 H -14.56 -17.86 -14.75  0.098
108 H -14.27 -17.23 -13.14  0.105
109 H -13.79 -19.47 -12.67  0.125
110 H -12.94 -19.73 -14.27  0.088
111 H -11.12 -19.38 -12.72  0.096
112 H -11.93 -17.98 -11.98  0.121
113 H -10.48 -18.11 -14.50  0.092
114 H -10.61 -16.96 -13.07  0.094
115 O -1.49 -19.97 -15.35  -0.340
116 S -1.84 -18.84 -14.48  0.699
117 O -2.85 -19.12 -13.48  -0.351
118 C -0.26 -17.97 -13.88  -0.160
119 C -0.08 -16.88 -14.97  -0.215
120 C -1.45 -16.47 -15.53  -0.205
121 C -2.55 -17.58 -15.51  -0.228
122 H 0.54 -18.66 -13.62  0.105
123 H -0.56 -17.47 -12.96  0.094
124 H 0.62 -16.09 -14.69  0.117
125 H 0.48 -17.37 -15.77  0.110
126 H -1.33 -16.02 -16.52  0.108
127 H -1.92 -15.64 -15.01  0.106
128 H -2.74 -17.96 -16.52  0.106
129 H -3.55 -17.33 -15.17  0.078
130 O -2.57 -25.21 -18.73  -0.331
131 S -2.96 -25.27 -17.36  0.727
132 O -4.33 -25.77 -17.13  -0.365
133 C -1.74 -26.31 -16.30  -0.219
134 C -1.26 -25.52 -15.20  -0.268
135 C -1.38 -23.98 -15.47  -0.150
136 C -2.65 -23.74 -16.41  -0.193
137 H -0.83 -26.37 -16.89  0.101
138 H -2.13 -27.31 -16.09  0.109
139 H -1.91 -25.69 -14.34  0.117
140 H -0.23 -25.80 -14.99  0.119
141 H -0.46 -23.57 -15.89  0.107
142 H -1.58 -23.43 -14.55  0.105
143 H -2.78 -22.88 -17.07  0.090
144 H -3.58 -23.76 -15.84  0.075
145 O -6.37 -22.45 -14.99  -0.333
146 S -5.99 -21.43 -15.96  0.720
147 O -4.98 -21.91 -16.92  -0.338
148 C -7.45 -20.78 -16.85  -0.172
149 C -7.56 -19.24 -16.50  -0.190
150 C -6.24 -18.68 -15.99  -0.204
151 C -5.70 -19.82 -15.12  -0.187
152 H -8.25 -21.29 -16.31  0.048
153 H -7.47 -21.19 -17.86  0.088
154 H -7.93 -18.64 -17.33  0.104
155 H -8.30 -19.06 -15.72  0.098
156 H -6.48 -17.72 -15.54  0.097
157 H -5.60 -18.36 -16.81  0.103
158 H -6.39 -19.91 -14.27  0.088
159 H -4.69 -19.84 -14.71  0.074

=====

A 7-piece molecular cluster, C34H81ClNO11P overall. Source: the OMol25 dataset; level of theory: ωB97M-V with the def2-TZVPD basis set.

- energy (eV) = -82392.888
- F_max (eV/A) = 0.80
- SMILES = CCCCON(CCCCOC)C(=O)OP(O)Cl.CCOCC.CCOCC.CCOCC.CCOCC.CCOCC.CCOCC
- frontier orbital gap (eV) = 10.0
- net charge = 0

Last column: Löwdin charge in e.
Cartesian coordinates (Å):
1 C -1.09 0.87 1.31  -0.094
2 C -0.05 0.55 2.39  -0.246
3 C 0.21 -0.94 2.51  -0.203
4 C 1.20 -1.28 3.60  -0.193
5 O 1.56 -2.65 3.71  -0.053
6 N 2.13 -3.17 2.55  -0.034
7 C 3.25 -2.43 1.98  -0.110
8 C 4.36 -3.33 1.40  -0.154
9 C 5.02 -2.75 0.14  -0.157
10 C 4.06 -2.22 -0.91  -0.218
11 O 4.00 -0.79 -0.81  -0.198
12 C 2.74 -0.26 -1.13  -0.118
13 C 1.33 -3.90 1.72  -0.572
14 O 1.66 -4.31 0.62  0.054
15 O 0.11 -4.23 2.28  -0.274
16 P -1.03 -4.69 1.15  0.618
17 O -1.79 -3.27 0.94  -0.327
18 Cl -2.27 -5.53 2.59  0.251
19 H -1.10 0.16 0.49  0.071
20 H -0.85 1.85 0.88  0.069
21 H -2.09 0.98 1.73  0.063
22 H 0.89 1.06 2.20  0.109
23 H -0.44 0.90 3.35  0.111
24 H -0.73 -1.44 2.75  0.109
25 H 0.53 -1.36 1.55  0.102
26 H 0.74 -1.04 4.56  0.136
27 H 2.08 -0.62 3.54  0.117
28 H 2.89 -1.70 1.26  0.107
29 H 3.69 -1.87 2.79  0.132
30 H 5.13 -3.44 2.16  0.112
31 H 3.99 -4.32 1.20  0.105
32 H 5.56 -3.58 -0.32  0.110
33 H 5.78 -2.02 0.40  0.116
34 H 4.38 -2.48 -1.92  0.121
35 H 3.05 -2.61 -0.77  0.103
36 H 1.93 -0.75 -0.57  0.070
37 H 2.74 0.79 -0.85  0.088
38 H 2.54 -0.35 -2.20  0.090
39 H -2.15 -2.94 1.77  0.039
40 C 8.90 -2.12 -2.55  -0.073
41 C 8.70 -0.84 -1.76  -0.282
42 O 8.86 -1.00 -0.36  -0.163
43 C 10.13 -1.45 0.07  -0.284
44 C 11.28 -0.53 -0.31  -0.077
45 H 8.21 -2.89 -2.20  0.076
46 H 8.71 -1.94 -3.61  0.076
47 H 9.91 -2.50 -2.46  0.066
48 H 7.67 -0.49 -1.90  0.114
49 H 9.36 -0.04 -2.13  0.102
50 H 10.32 -2.47 -0.29  0.106
51 H 10.06 -1.52 1.16  0.117
52 H 11.40 -0.45 -1.39  0.067
53 H 12.22 -0.91 0.10  0.076
54 H 11.11 0.47 0.08  0.081
55 C -4.51 6.23 0.48  -0.072
56 C -3.62 5.00 0.57  -0.281
57 O -2.88 4.91 1.77  -0.164
58 C -3.63 4.84 2.97  -0.283
59 C -4.56 3.64 3.03  -0.077
60 H -3.93 7.14 0.61  0.065
61 H -5.01 6.27 -0.48  0.083
62 H -5.29 6.22 1.25  0.070
63 H -2.88 5.04 -0.23  0.118
64 H -4.20 4.09 0.40  0.107
65 H -4.19 5.77 3.12  0.107
66 H -2.90 4.77 3.77  0.117
67 H -5.33 3.67 2.25  0.067
68 H -5.08 3.61 3.99  0.077
69 H -4.00 2.71 2.91  0.069
70 C -4.56 -5.52 -0.49  -0.074
71 C -4.83 -4.03 -0.39  -0.287
72 O -6.05 -3.63 -0.99  -0.155
73 C -7.22 -4.22 -0.46  -0.278
74 C -7.44 -3.95 1.02  -0.077
75 H -4.57 -5.84 -1.53  0.087
76 H -3.59 -5.76 -0.06  0.028
77 H -5.32 -6.11 0.04  0.053
78 H -4.05 -3.48 -0.92  0.113
79 H -4.80 -3.70 0.65  0.099
80 H -7.22 -5.30 -0.64  0.102
81 H -8.05 -3.81 -1.03  0.118
82 H -6.64 -4.37 1.64  0.063
83 H -8.37 -4.40 1.35  0.076
84 H -7.48 -2.87 1.21  0.079
85 C -6.02 11.68 -2.04  -0.080
86 C -6.45 10.86 -0.83  -0.283
87 O -5.53 9.84 -0.47  -0.163
88 C -4.23 10.27 -0.13  -0.282
89 C -4.17 11.21 1.06  -0.077
90 H -5.86 11.03 -2.90  0.081
91 H -6.80 12.41 -2.29  0.076
92 H -5.10 12.23 -1.86  0.065
93 H -7.38 10.35 -1.05  0.118
94 H -6.65 11.52 0.03  0.107
95 H -3.73 10.71 -1.00  0.109
96 H -3.68 9.36 0.11  0.099
97 H -4.69 12.15 0.86  0.065
98 H -3.14 11.45 1.30  0.077
99 H -4.64 10.76 1.93  0.082
100 C -9.70 -9.58 1.15  -0.079
101 C -8.86 -8.55 0.42  -0.283
102 O -8.15 -7.67 1.27  -0.173
103 C -7.22 -8.28 2.15  -0.278
104 C -6.11 -9.05 1.45  -0.072
105 H -10.40 -9.09 1.82  0.081
106 H -10.26 -10.18 0.43  0.077
107 H -9.09 -10.26 1.74  0.066
108 H -9.51 -7.90 -0.17  0.118
109 H -8.18 -9.04 -0.29  0.108
110 H -7.73 -8.91 2.88  0.107
111 H -6.78 -7.45 2.71  0.116
112 H -6.50 -9.90 0.89  0.068
113 H -5.40 -9.44 2.18  0.079
114 H -5.58 -8.41 0.75  0.067
115 C 7.70 2.61 -3.92  -0.074
116 C 9.00 3.20 -3.42  -0.283
117 O 10.16 2.66 -4.04  -0.165
118 C 10.25 2.83 -5.44  -0.284
119 C 10.25 4.28 -5.90  -0.080
120 H 7.70 1.52 -3.80  0.068
121 H 6.86 3.02 -3.36  0.079
122 H 7.53 2.82 -4.98  0.067
123 H 9.12 2.97 -2.36  0.116
124 H 8.99 4.29 -3.51  0.107
125 H 9.45 2.27 -5.95  0.107
126 H 11.18 2.35 -5.73  0.117
127 H 9.32 4.79 -5.65  0.065
128 H 10.38 4.33 -6.98  0.076
129 H 11.07 4.82 -5.42  0.081